204
Properties=species:S:1:pos:R:3:forces:R:3 method="wB97M-V/def2-TZVPD" homo_ev=-8.42 energy_ha=-3574.311019 smiles=COCCNCCOC.COCCNCCOC.COCCNCCOC.COCCNCCOC.COCCNCCOC.CC(C)O.CC(C)O.CC(C)O.CC(C)O.CC(C)O.CC(C)O.CC(C)O e_lumo_ev=0.5860 e_above_lowest_kcal_mol=0.00 spin_multiplicity=1
C 12.625971 19.877695 28.325418 0.2 -0.9 0.3
O 11.955921 18.778825 27.717881 0.3 -0.4 -0.7
C 12.276289 18.616223 26.327614 -0.5 0.6 0.0
C 11.602928 19.779638 25.556439 0.4 0.7 1.2
N 11.623504 19.758229 24.117201 0.1 -0.1 -0.1
C 12.923736 20.109816 23.544900 -0.5 0.4 0.0
C 12.975263 21.630924 23.321001 -0.4 -1.0 0.8
O 14.248508 21.866431 22.819481 0.5 0.2 0.2
C 14.513812 23.190662 22.482705 0.7 1.0 -0.1
H 12.779493 19.594800 29.363043 -0.5 0.1 0.3
H 12.041901 20.806124 28.260660 0.4 -0.1 -0.1
H 13.661763 19.930694 27.972312 -0.2 0.6 -0.5
H 11.892081 17.657895 25.954245 -0.2 0.1 0.5
H 13.364665 18.573494 26.183096 0.0 0.2 0.1
H 12.115074 20.710632 25.880266 -0.2 -0.4 -0.2
H 10.581753 19.879791 25.977714 0.3 -0.2 -0.5
H 11.271072 18.877299 23.788980 0.0 -0.3 -0.3
H 13.079133 19.640393 22.555663 -0.1 0.0 0.5
H 13.743822 19.826013 24.219912 0.1 -0.1 -0.2
H 12.784407 22.184163 24.259634 0.2 -0.1 -0.2
H 12.172166 21.897604 22.640932 -0.1 0.2 -0.4
H 14.509324 23.940848 23.311757 -0.4 -0.8 -0.2
H 13.864837 23.536415 21.676121 -0.2 0.1 0.0
H 15.532898 23.206702 22.109654 0.2 0.0 -0.2
C 18.085497 15.954480 26.647060 1.0 0.7 0.0
O 17.623372 14.741291 27.192205 0.7 0.2 0.4
C 18.702475 14.014937 27.845332 -0.4 1.0 -1.2
C 18.149728 12.705041 28.247114 0.7 -0.8 -0.4
N 17.045937 12.867759 29.139235 -0.4 -0.5 1.1
C 16.319758 11.614541 29.383702 0.1 -0.4 0.3
C 17.161477 10.441872 29.832794 0.7 -0.6 -1.4
O 17.705051 9.773201 28.674823 0.5 0.4 -0.1
C 18.746087 8.912146 29.018619 0.8 -0.8 0.4
H 18.268436 16.769571 27.394386 -0.3 -0.7 -0.1
H 17.386595 16.369699 25.908099 0.0 -0.5 0.2
H 19.082873 15.789236 26.166879 -0.7 0.1 0.0
H 19.126766 14.587967 28.674557 -0.2 0.1 0.1
H 19.488335 13.861566 27.091921 0.1 0.0 0.1
H 18.998874 12.104101 28.624313 -0.5 0.2 0.4
H 17.863301 12.170645 27.340084 -0.2 -0.1 -0.4
H 16.452059 13.605277 28.754060 -0.1 -0.6 0.2
H 15.797039 11.219372 28.509380 -0.2 0.2 -0.3
H 15.600024 11.634153 30.203252 -0.3 1.0 -0.2
H 16.549557 9.659752 30.267398 -0.4 0.2 0.8
H 17.991388 10.719045 30.479501 0.0 0.2 0.3
H 19.541587 9.382403 29.614633 -0.1 0.5 -0.1
H 19.271054 8.528537 28.119340 -0.7 0.1 0.4
H 18.418628 8.081846 29.683863 -0.1 0.1 -0.6
C 16.815258 16.558142 17.734647 -0.8 0.3 0.5
O 16.799478 17.327383 16.533282 0.3 -1.1 0.0
C 17.741448 16.809710 15.612636 0.8 -0.2 -0.7
C 17.369625 17.135273 14.175055 0.0 0.5 0.7
N 17.331988 18.588754 14.084884 0.2 -0.5 0.6
C 16.870016 19.116335 12.854234 -0.3 1.1 -1.8
C 18.019223 19.532756 11.922687 -0.3 0.2 0.3
O 18.862328 18.414388 11.721479 0.3 0.6 -0.3
C 20.088557 18.764441 11.096510 -0.2 -0.3 -0.3
H 15.826239 16.707641 18.198967 0.5 0.0 0.0
H 17.600474 16.857405 18.437187 0.0 0.3 -0.1
H 16.939821 15.484059 17.591653 -0.1 0.0 -0.4
H 17.883276 15.738578 15.685707 -0.5 -0.6 0.3
H 18.739256 17.183447 15.839941 0.2 0.5 0.0
H 16.416509 16.661306 13.947890 -0.6 0.0 0.0
H 18.051874 16.720974 13.450842 0.6 -0.1 0.0
H 16.762993 18.861832 14.863057 -0.3 0.6 0.2
H 16.325496 20.077358 12.962965 -0.1 -0.6 0.4
H 16.211197 18.427126 12.303779 0.0 0.0 0.1
H 18.502052 20.407267 12.418791 0.4 -0.7 -0.2
H 17.643357 19.936284 10.957836 0.0 -0.4 0.3
H 19.998083 19.032630 10.015279 -0.2 -0.5 0.6
H 20.781141 17.925008 11.244995 -0.2 0.2 -0.3
H 20.489154 19.638422 11.574982 0.4 0.5 0.4
C 20.428632 17.033262 18.593504 -0.8 0.8 0.1
O 19.736049 17.404056 19.788266 0.5 -0.1 0.2
C 20.128944 18.685645 20.291122 -0.8 0.5 -0.3
C 19.155800 19.057337 21.494800 0.9 -0.8 -2.3
N 17.729578 19.086065 21.218403 0.5 -1.1 0.4
C 17.147648 20.296890 20.727117 -0.6 -0.4 -0.3
C 15.654332 20.111520 20.478815 0.3 0.7 0.9
O 15.479873 19.116269 19.512593 -0.4 0.2 0.3
C 14.133261 18.692809 19.456137 0.6 -1.8 -1.0
H 21.483000 16.819009 18.743779 0.2 0.0 0.2
H 20.305091 17.870694 17.898949 0.3 -0.1 -0.2
H 19.921579 16.179451 18.165416 0.0 -0.3 0.1
H 20.099847 19.416174 19.455328 -0.3 -0.2 0.3
H 21.186261 18.686103 20.607238 -0.3 -0.2 0.3
H 19.557111 19.991159 21.849213 -0.3 0.6 0.4
H 19.414280 18.285413 22.189439 -0.3 -0.4 0.9
H 17.357685 18.243204 20.759623 0.5 0.7 0.2
H 17.523211 20.634088 19.767043 0.5 0.1 -0.5
H 17.353876 21.066600 21.457169 -0.2 0.5 0.2
H 15.247716 21.069743 20.164942 -0.2 0.3 -0.4
H 15.076021 19.877795 21.381399 0.4 -0.3 0.2
H 14.224454 17.821661 18.791735 -0.6 0.2 -0.1
H 13.444020 19.386710 18.979476 0.0 0.4 0.3
H 13.756907 18.257741 20.397419 0.1 0.7 0.1
C 9.145617 12.885868 17.566854 0.3 -0.4 -1.0
O 9.279636 13.706714 18.691885 0.2 0.0 -0.1
C 8.524945 14.915333 18.554981 -0.1 -1.4 -0.5
C 8.589251 15.631761 19.882318 0.3 0.8 0.8
N 9.883905 16.212865 20.253835 -0.9 0.0 0.1
C 10.515135 17.093643 19.342624 0.1 2.2 -1.2
C 9.820671 18.568461 19.185157 0.7 -2.4 0.9
O 10.487648 19.222217 18.129690 0.0 -1.5 0.5
C 10.111487 20.529170 17.903391 0.2 0.5 -0.7
H 9.495525 13.380392 16.657101 0.4 0.3 0.0
H 8.112505 12.614106 17.286994 0.0 -0.1 0.7
H 9.764081 11.987403 17.687535 -0.3 0.2 0.2
H 7.548426 14.539378 18.250869 -0.8 0.5 0.6
H 8.838402 15.434354 17.637161 0.5 0.5 0.5
H 8.366044 14.974672 20.736945 -0.2 -0.2 -0.6
H 7.833018 16.419911 19.945420 -0.1 0.0 -0.3
H 10.467603 15.525088 20.694972 0.4 -0.1 -0.1
H 10.587730 16.781048 18.304284 -0.3 -0.6 -0.5
H 11.575404 17.224405 19.577117 -0.2 0.2 0.5
H 9.923966 19.050551 20.170509 0.0 0.4 -0.4
H 8.747509 18.392724 18.984163 0.3 0.3 -0.1
H 10.784303 20.874690 17.113573 0.0 0.3 0.2
H 10.254087 21.102237 18.813505 -0.2 0.5 0.1
H 9.101630 20.633119 17.489563 -0.2 -0.1 0.4
C 9.889158 11.207587 21.831510 -0.2 -0.9 0.5
C 11.016177 12.158084 21.541786 0.3 0.0 0.3
C 11.920548 11.575828 20.473021 0.8 0.5 -0.7
O 10.472182 13.420072 21.206691 0.2 0.3 -0.3
H 9.198917 11.619138 22.587481 0.2 -0.2 -0.4
H 10.295587 10.247664 22.209255 -0.3 0.4 -0.2
H 9.352145 10.990290 20.894917 0.0 0.1 0.3
H 11.610160 12.333595 22.445874 -0.1 0.0 0.0
H 12.384396 10.627056 20.743652 -0.5 -0.3 0.1
H 12.785819 12.189570 20.207194 -0.2 0.5 0.3
H 11.390413 11.507204 19.519743 -0.2 -0.4 0.1
H 10.011822 13.348157 20.349229 0.2 0.0 0.1
C 16.105180 11.425162 20.283965 -0.1 1.2 -0.4
C 16.868756 12.254829 19.238454 -0.1 -0.3 0.8
C 17.207922 11.498558 17.962688 -0.9 1.6 0.0
O 16.219850 13.520442 18.927686 -0.1 -0.6 0.6
H 16.477802 10.423741 20.401460 0.4 -0.4 0.0
H 15.066660 11.381415 20.014146 -0.6 -0.2 -0.4
H 16.122535 11.944550 21.234131 0.1 0.0 0.4
H 17.818346 12.530830 19.681344 0.5 0.0 0.2
H 17.883109 10.682467 18.124333 0.5 -0.2 0.2
H 17.640797 12.309505 17.376016 0.3 -0.5 -0.6
H 16.330159 11.117384 17.451428 -0.3 0.0 -0.1
H 15.967577 13.982003 19.780847 0.6 -0.5 -0.6
C 14.653893 14.116967 15.577211 -0.6 -0.7 0.2
C 13.720499 14.405193 16.738382 0.6 1.3 1.0
C 12.298149 14.618686 16.298527 0.5 0.3 -0.5
O 13.833128 13.389309 17.703085 -1.5 -0.7 -0.5
H 15.654474 13.969556 15.974088 0.2 -0.1 -0.2
H 14.653648 14.822453 14.759938 0.0 0.5 0.0
H 14.249961 13.182081 15.183354 0.5 -0.3 -0.2
H 14.060934 15.318788 17.269243 -0.2 0.1 -0.5
H 11.580879 14.689730 17.109284 0.0 -0.1 0.2
H 12.037390 13.845525 15.588289 -0.4 -0.4 -0.1
H 12.334309 15.549466 15.732945 -0.4 0.2 0.0
H 14.714473 13.448598 18.058642 1.0 -0.2 0.6
C 13.163066 14.207534 25.514589 -0.3 -0.5 0.1
C 14.387135 14.312525 26.412383 0.6 -0.6 -0.3
C 14.523283 15.653472 27.035522 -0.7 0.8 0.2
O 14.393929 13.388257 27.553550 -0.4 1.2 -0.9
H 13.205208 13.247758 24.963349 -0.2 0.4 0.1
H 13.127517 15.033313 24.760688 0.0 -0.6 0.7
H 12.271873 14.200401 26.169007 0.1 0.2 -0.5
H 15.255115 14.059799 25.787915 0.2 0.2 0.2
H 15.294339 15.613317 27.771676 0.8 0.2 0.3
H 13.609893 15.838273 27.601296 -0.2 0.2 0.0
H 14.661446 16.499246 26.341523 0.1 -0.5 0.1
H 14.212418 12.529373 27.194951 -0.1 -0.8 -0.2
C 18.075138 20.820601 26.870791 1.1 0.3 2.0
C 17.436520 20.851113 25.556687 -1.3 0.1 -0.6
C 17.172788 19.451522 25.052562 -1.5 0.4 -0.2
O 16.134906 21.514674 25.699259 1.1 -0.5 -0.6
H 18.442452 21.787313 27.199300 0.3 0.3 -0.3
H 18.908810 20.123782 26.874824 0.3 0.0 -0.1
H 17.463925 20.526533 27.722924 -0.6 -0.4 -0.4
H 18.094638 21.383876 24.850513 -0.4 0.1 0.0
H 16.432159 19.524005 24.228665 0.5 -0.3 0.2
H 16.697223 18.905478 25.874465 0.1 -0.2 -0.2
H 18.035482 18.942599 24.679184 0.6 -0.4 -0.1
H 15.650710 21.148431 24.947160 -0.4 0.5 0.1
C 20.772057 14.929200 22.458527 0.8 -1.2 -0.1
C 19.397108 14.486264 22.002967 -0.7 1.5 0.4
C 18.671273 13.596393 23.017152 1.0 0.5 -0.3
O 18.606360 15.714517 21.845217 -0.4 -0.8 0.5
H 20.776299 15.424180 23.416762 -0.4 0.1 0.4
H 21.296060 15.586449 21.781817 -0.2 0.3 -0.6
H 21.428979 14.053761 22.539491 -0.1 0.0 0.1
H 19.402128 13.994252 21.031372 0.3 -0.2 -0.1
H 18.572073 14.107858 23.976902 0.0 0.0 0.0
H 19.313966 12.718112 23.156907 -0.5 -0.1 0.0
H 17.685799 13.356326 22.644118 -0.2 -0.3 0.0
H 18.943884 16.225605 21.104415 0.4 0.2 -0.4
C 13.615643 15.386330 21.194235 1.1 0.2 0.4
C 15.043267 15.906465 21.528960 -0.6 -0.4 -0.8
C 15.166774 16.456173 22.962444 -0.1 -0.6 -1.4
O 16.061055 14.843933 21.365818 -1.2 1.3 0.3
H 12.891231 16.181115 21.363131 0.0 0.2 0.0
H 13.356597 14.586182 21.880500 -0.1 -0.3 0.0
H 13.511081 15.060868 20.157768 0.1 -0.2 0.0
H 15.288211 16.669516 20.759518 0.0 -0.1 0.6
H 15.142300 15.571360 23.597207 0.3 0.2 0.3
H 14.353829 17.125435 23.242019 0.0 0.1 -0.1
H 16.115526 16.977191 22.942787 0.3 0.2 0.8
H 16.890886 15.335058 21.574202 0.2 -0.7 -0.2